Below is an isolated molecule of C5H10 in a non-equilibrium geometry, with properties calculated with the ωB97M-V functional and the def2-TZVPD basis.

Computed properties:
Electronic energy = -196.4147 Ha
Maximum force = 6.8 eV/A
Frontier orbital gap = 0.3549 Ha
SMILES string = CC1CCC1

Structure (ORCA input):
```
! RIJCOSX wB97M-V def2-TZVPD def2/J DEFGRID3
* xyz 0 1
C 1.891 -0.022 0.272
C 0.473 0.075 0.607
C -0.529 -0.999 0.407
C -1.628 -0.082 -0.159
C -0.617 0.985 -0.575
H 2.457 0.914 0.305
H 2.346 -0.710 0.994
H 2.006 -0.469 -0.724
H 0.089 1.035 1.112
H -0.147 -1.671 -0.374
H -0.783 -1.597 1.285
H -2.278 0.292 0.640
H -2.259 -0.502 -0.950
H -0.935 2.038 -0.526
H -0.152 0.802 -1.544
*
```

Below is an isolated molecule of ClH2NOS in a non-equilibrium geometry, with properties calculated with the ωB97M-V functional and the def2-TZVPD basis.

Computed properties:
Electronic energy = -989.5239 Ha
Maximum force = 2.9 eV/A
Frontier orbital gap (spin up / spin down) = 0.3229 / 0.3230 Ha

Structure (ORCA input):
```
! RIJCOSX wB97M-V def2-TZVPD def2/J DEFGRID3
* xyz 0 1
N 0.151 0.278 0.263
O 0.483 2.785 -0.216
S 0.985 1.708 0.592
Cl 3.100 0.856 -0.473
H 0.844 -0.480 0.163
H -0.572 -0.087 -0.461
*
```

Below is a structure of composition C27H26IrN4O3STe, with properties calculated with the ωB97M-V functional and the def2-TZVPD basis.

Computed properties:
Electronic energy = -2259.8088 Ha
Maximum force = 0.9 eV/A
Frontier orbital gap (spin up / spin down) = 0.1771 / 0.1772 Ha

Structure (ORCA input):
```
! RIJCOSX wB97M-V def2-TZVPD def2/J DEFGRID3
* xyz -1 1
Ir -0.084 -0.922 0.569
C -1.025 1.279 0.579
C -0.381 0.850 1.810
C 0.882 1.585 1.861
C 1.042 2.313 0.711
C -0.114 2.091 -0.112
C -0.365 2.685 -1.461
C 2.252 3.122 0.335
C 1.835 1.492 3.008
C -1.116 0.584 3.098
C -2.503 1.268 0.297
H -0.962 2.005 -2.072
H 0.563 2.896 -1.996
H -0.921 3.627 -1.386
H 3.167 2.518 0.321
H 2.420 3.942 1.038
H 2.142 3.563 -0.656
H 1.445 2.018 3.887
H 2.803 1.937 2.761
H 1.987 0.452 3.312
H -0.503 -0.012 3.777
H -2.047 0.050 2.941
H -1.353 1.532 3.599
H -2.725 0.906 -0.709
H -2.899 2.287 0.381
H -3.039 0.641 1.003
N 10.406 0.838 1.375
C 9.301 0.694 1.093
C 7.915 0.519 0.739
C 6.921 0.661 1.705
C 5.592 0.509 1.363
C 5.245 0.197 0.049
C 6.237 0.043 -0.916
C 7.565 0.211 -0.573
N 3.896 0.040 -0.300
C 3.322 0.243 -1.545
C 2.000 -0.003 -1.393
N 1.749 -0.360 -0.085
C 2.892 -0.331 0.545
H 7.195 0.904 2.722
H 4.820 0.647 2.107
H 5.969 -0.230 -1.926
H 8.339 0.090 -1.318
H 3.889 0.576 -2.394
H 1.205 0.045 -2.117
H 3.034 -0.643 1.563
Te 1.003 -2.995 1.531
O -1.987 -1.483 -1.730
C -2.516 -1.896 -0.709
N -2.043 -1.710 0.557
S -3.045 -2.326 1.703
O -3.734 -1.267 2.406
O -2.448 -3.355 2.496
C -4.191 -3.026 0.545
C -5.331 -3.769 0.784
C -6.058 -4.193 -0.321
C -5.647 -3.871 -1.616
C -4.500 -3.117 -1.830
C -3.779 -2.703 -0.725
H -5.638 -4.013 1.793
H -6.955 -4.782 -0.176
H -6.231 -4.215 -2.461
H -4.159 -2.854 -2.823
*
```

Below is a cluster of 2 separate species, C4H6NS in total in a non-equilibrium geometry, with properties calculated with the ωB97M-V functional and the def2-TZVPD basis.

Computed properties:
Electronic energy = -608.5060 Ha
Maximum force = 2.7 eV/A
Frontier orbital gap (spin up / spin down) = 0.1717 / 0.1079 Ha

Structure (ORCA input):
```
! RIJCOSX wB97M-V def2-TZVPD def2/J DEFGRID3
* xyz 1 1
C -1.851 0.691 0.689
C -0.589 0.304 0.066
C -2.677 -0.406 0.783
C 3.270 0.073 -0.856
N -0.601 -0.962 -0.311
S -1.946 -1.780 0.072
H -2.060 1.623 1.131
H 0.180 1.024 -0.216
H -3.659 -0.666 1.253
H 3.807 -0.741 -0.305
H 2.211 0.245 -0.677
H 3.916 0.595 -1.628
*
```

Below is an isolated molecule of C5H9NO, with properties calculated with the ωB97M-V functional and the def2-TZVPD basis.

Computed properties:
Electronic energy = -325.8744 Ha
Maximum force = 0.4 eV/A
Frontier orbital gap = 0.3823 Ha
SMILES string = O[C@H]1C[C@@H]2N[C@@H]2C1

Structure (ORCA input):
```
! RIJCOSX wB97M-V def2-TZVPD def2/J DEFGRID3
* xyz 0 1
C -0.804 -0.503 0.775
C -1.237 0.371 -0.378
N -0.610 1.697 -0.327
C -0.062 0.671 -1.224
C 1.151 -0.022 -0.648
C 0.738 -0.393 0.787
O 1.370 -1.608 1.151
H -1.246 -0.193 1.729
H -1.079 -1.548 0.581
H 0.886 -1.959 1.905
H -2.233 0.265 -0.803
H -1.165 2.364 -0.855
H -0.157 0.807 -2.299
H 2.057 0.590 -0.674
H 1.353 -0.951 -1.193
H 1.037 0.411 1.471
*
```

Below is a cluster of 3 separate species, C4H14NO3 in total in a non-equilibrium geometry, with properties calculated with the ωB97M-V functional and the def2-TZVPD basis.

Computed properties:
Electronic energy = -441.3015 Ha
Maximum force = 1.0 eV/A
Frontier orbital gap = 0.3032 Ha

Structure (ORCA input):
```
! RIJCOSX wB97M-V def2-TZVPD def2/J DEFGRID3
* xyz -1 1
C 1.133 0.854 1.153
O -0.154 0.417 1.025
C 2.069 0.014 0.267
C 1.427 -0.178 -1.114
C 0.591 -1.436 -1.258
N -0.816 -1.198 -0.900
H 1.323 1.928 0.918
H 1.483 0.755 2.211
H 3.051 0.493 0.147
H 2.223 -0.951 0.760
H 0.743 0.672 -1.217
H 2.137 -0.063 -1.937
H 1.090 -2.207 -0.657
H 0.629 -1.797 -2.292
H -0.717 -0.432 -0.214
H -1.055 -1.934 -0.234
H -2.799 -0.656 -1.033
H -3.067 0.527 -0.081
O -3.517 -0.198 -0.569
H -1.246 1.387 1.360
H -2.520 1.894 2.233
O -2.008 2.110 1.433
*
```

Below is a cluster of 6 separate species, H13NO5 in total, with properties calculated with the ωB97M-V functional and the def2-TZVPD basis.

Computed properties:
Electronic energy = -438.7508 Ha
Maximum force = 0.7 eV/A
Frontier orbital gap = 0.4122 Ha
SMILES string = N.O.O.O.O.O

Structure (ORCA input):
```
! RIJCOSX wB97M-V def2-TZVPD def2/J DEFGRID3
* xyz 0 1
N 1.080 2.068 1.223
H 0.559 1.491 1.870
H 2.058 2.009 1.484
H 0.804 3.032 1.358
H -0.538 -1.740 1.539
H 0.621 -0.815 1.418
O -0.208 -0.910 1.909
H 2.884 -2.035 -1.268
H 1.607 -1.293 -1.589
O 2.019 -2.162 -1.669
H 0.753 1.162 -0.314
H 0.749 0.655 -1.751
O 0.692 0.330 -0.845
H -3.516 1.079 0.660
H -2.368 0.247 0.149
O -2.575 1.142 0.452
H -0.826 -1.608 -1.236
H -2.030 -1.255 -2.149
O -1.763 -1.398 -1.240
*
```

> What is the formula in the second record?

ClH2NOS

What did the fourth record say?
Below is a cluster of 2 separate species, C4H6NS in total in a non-equilibrium geometry, with properties calculated with the ωB97M-V functional and the def2-TZVPD basis.

Computed properties:
Electronic energy = -608.5060 Ha
Maximum force = 2.7 eV/A
Frontier orbital gap (spin up / spin down) = 0.1717 / 0.1079 Ha

Structure (ORCA input):
```
! RIJCOSX wB97M-V def2-TZVPD def2/J DEFGRID3
* xyz 1 1
C -1.851 0.691 0.689
C -0.589 0.304 0.066
C -2.677 -0.406 0.783
C 3.270 0.073 -0.856
N -0.601 -0.962 -0.311
S -1.946 -1.780 0.072
H -2.060 1.623 1.131
H 0.180 1.024 -0.216
H -3.659 -0.666 1.253
H 3.807 -0.741 -0.305
H 2.211 0.245 -0.677
H 3.916 0.595 -1.628
*
```